The following is a DFT calculation (ωB97M-V/def2-TZVPD) of a 10-piece molecular cluster, C63H154N10O19 overall in a non-equilibrium geometry.

The lowest unoccupied orbital energy comes out at 0.26 eV. The SMILES is CC1(C)CCCC(C)(C)N1O.COCCNCCOC.COCCNCCOC.COCCNCCOC.COCCNCCOC.COCCNCCOC.COCCNCCOC.COCCNCCOC.COCCNCCOC.COCCNCCOC. As for the total energy: -121611.972 eV. The value obtained for the molar mass is 1355.976 g mol⁻¹. The calculation puts the HOMO energy at -8.12 eV.

Last column: Mulliken charge in e.
Cartesian coordinates (Å):
C  2.11660  1.52536  -3.15646  -1.639
C  0.56591  1.40755  -3.27944  1.467
C  0.09418  2.85021  -3.53025  -1.897
C  0.15762  0.46560  -4.46449  -1.195
C  0.31881  -1.01885  -4.29347  -0.657
C  -0.47509  -1.46194  -3.01587  -1.172
C  -0.06178  -0.65073  -1.78428  1.454
C  -1.24063  -0.95142  -0.76494  -1.846
C  1.30842  -1.11922  -1.24705  -1.653
N  -0.11462  0.85709  -2.05885  0.311
O  -0.07188  1.67963  -0.94614  -0.473
H  2.65536  0.58504  -3.03971  0.276
H  2.55898  2.06569  -3.99338  0.419
H  2.34210  2.04218  -2.22364  0.410
H  -0.93745  2.83601  -3.88193  0.443
H  0.05302  3.53990  -2.68720  0.385
H  0.57648  3.33673  -4.37805  0.384
H  -0.91483  0.59666  -4.60871  0.400
H  0.54713  0.77715  -5.43368  0.445
H  -0.09741  -1.61637  -5.10453  0.385
H  1.36934  -1.27463  -4.15543  0.326
H  -0.26590  -2.51309  -2.81724  0.365
H  -1.51827  -1.25683  -3.25630  0.409
H  -1.05437  -1.93077  -0.32416  0.424
H  -2.27097  -0.92223  -1.11939  0.343
H  -1.15368  -0.30266  0.10664  0.473
H  1.26137  -2.06004  -0.69863  0.403
H  1.65961  -0.36555  -0.54226  0.409
H  2.17343  -1.03596  -1.90503  0.251
H  -0.97121  2.01386  -0.91266  0.350
C  5.92864  -2.79133  5.23322  -0.777
O  4.96667  -2.42979  6.15117  -0.306
C  4.40745  -3.57333  6.75306  -0.693
C  3.41332  -3.24187  7.90982  -0.609
N  4.07914  -2.77505  9.06861  -0.358
C  3.09727  -2.21937  9.98951  -0.504
C  3.82407  -1.55473  11.11822  -0.583
O  4.71241  -0.42991  10.76089  -0.393
C  4.10041  0.51364  9.93647  -0.668
H  5.60682  -3.56535  4.53649  0.309
H  6.86645  -3.10437  5.69214  0.322
H  6.11832  -1.91403  4.61479  0.245
H  5.25047  -4.07659  7.22651  0.341
H  3.96343  -4.20591  5.98443  0.463
H  3.02752  -4.23275  8.14943  0.299
H  2.56499  -2.64297  7.57851  0.406
H  4.75288  -2.07638  8.78927  0.278
H  2.52979  -2.99385  10.50551  0.357
H  2.34219  -1.63499  9.46372  0.356
H  4.48373  -2.19457  11.70436  0.340
H  2.98927  -1.21907  11.73348  0.398
H  4.41556  0.26676  8.92265  0.194
H  4.61032  1.47153  10.03913  0.291
H  3.01812  0.62814  9.99680  0.290
C  5.73273  13.06743  12.00004  -0.717
O  5.39409  12.03274  11.10300  -0.298
C  6.20152  10.89293  11.13780  -0.577
C  5.96594  10.02631  9.82894  -0.599
N  4.54134  9.83536  9.57456  -0.397
C  4.25745  9.36960  8.20539  -0.632
C  5.01672  8.15634  7.62696  -0.487
O  4.42116  7.89226  6.37443  -0.321
C  4.68828  6.52714  5.84927  -0.739
H  5.19501  14.00328  11.84788  0.244
H  6.79411  13.28249  11.87628  0.297
H  5.55823  12.74185  13.02554  0.291
H  6.04733  10.33440  12.06104  0.345
H  7.21614  11.28775  11.19031  0.394
H  6.47399  9.06287  9.87072  0.324
H  6.59341  10.51946  9.08651  0.330
H  4.04410  10.70217  9.72122  0.273
H  4.58457  10.26065  7.66955  0.371
H  3.18300  9.28361  8.04336  0.335
H  4.98362  7.29694  8.29662  0.370
H  6.08464  8.33324  7.49903  0.313
H  4.29805  6.35028  4.84700  0.276
H  4.31911  5.73270  6.49785  0.302
H  5.76349  6.39510  5.72843  0.300
C  4.91847  -11.97414  3.55307  -0.774
O  3.86201  -11.13415  4.16766  -0.303
C  3.40544  -11.55816  5.50979  -0.672
C  1.88649  -11.52320  5.58506  -0.359
N  1.38030  -10.15581  5.29717  -0.403
C  0.00228  -10.20985  4.84007  -0.861
C  -0.07044  -10.48969  3.31244  -0.384
O  0.67256  -9.47263  2.63557  -0.311
C  0.76875  -9.54162  1.29964  -0.767
H  4.61839  -13.00021  3.34042  0.311
H  5.79438  -11.99529  4.20147  0.323
H  5.25751  -11.40063  2.69039  0.243
H  3.79922  -10.82379  6.21246  0.273
H  3.79864  -12.55701  5.69897  0.453
H  1.54217  -11.89865  6.54868  0.322
H  1.45727  -12.18806  4.83551  0.272
H  1.88607  -9.64469  4.58789  0.356
H  -0.59060  -9.32246  5.06169  0.315
H  -0.48097  -10.96567  5.45919  0.378
H  -1.07427  -10.57949  2.89728  0.465
H  0.43643  -11.42549  3.07689  0.278
H  1.01678  -10.56590  1.02139  0.322
H  1.51667  -8.84828  0.91492  0.231
H  -0.17637  -9.31227  0.80745  0.291
C  1.34761  4.24389  -14.04383  -0.781
O  1.05630  5.61332  -13.89885  -0.306
C  -0.30613  6.01300  -14.12757  -0.639
C  -0.56743  7.34135  -13.51871  -0.566
N  -0.89608  7.44408  -12.06570  -0.341
C  -1.32778  8.73263  -11.55653  -0.603
C  -1.95865  8.64063  -10.21927  -0.560
O  -0.91496  8.41331  -9.31356  -0.300
C  -0.98762  8.99899  -8.00793  -0.766
H  2.41764  4.04698  -13.97766  0.267
H  1.07195  3.94431  -15.05495  0.308
H  0.90581  3.49717  -13.38407  0.310
H  -0.95791  5.26036  -13.68393  0.344
H  -0.48623  5.97425  -15.20189  0.385
H  -1.45779  7.69479  -14.03875  0.409
H  0.27019  8.00758  -13.72519  0.333
H  -0.04236  7.15025  -11.61299  0.206
H  -2.08424  9.13610  -12.22965  0.460
H  -0.45993  9.39186  -11.53824  0.279
H  -2.77951  7.92435  -10.18396  0.299
H  -2.45879  9.56288  -9.92362  0.414
H  -1.89086  8.56149  -7.58270  0.319
H  -0.96816  10.08864  -7.98788  0.298
H  -0.10773  8.65456  -7.46453  0.235
C  3.88864  -8.49273  -5.57317  -0.663
O  2.72885  -9.22232  -5.95226  -0.286
C  2.62501  -10.57164  -5.50294  -0.596
C  1.45375  -11.31965  -6.17363  -0.694
N  0.13382  -10.80249  -5.71853  -0.371
C  -1.07456  -11.16064  -6.47342  -0.673
C  -2.21694  -10.39852  -5.90913  -0.524
O  -2.13975  -8.95356  -5.94859  -0.297
C  -3.22985  -8.27304  -5.42752  -0.715
H  4.73361  -8.96816  -6.07126  0.259
H  4.05343  -8.60959  -4.50206  0.283
H  3.61819  -7.51378  -5.96893  0.227
H  2.55575  -10.58060  -4.41518  0.356
H  3.49974  -11.13424  -5.82920  0.416
H  1.58359  -12.37658  -5.94094  0.385
H  1.60009  -11.23347  -7.25031  0.350
H  0.19841  -9.79847  -5.80722  0.267
H  -1.02911  -12.24099  -6.33594  0.378
H  -0.92856  -10.95352  -7.53355  0.332
H  -2.42306  -10.63826  -4.86599  0.342
H  -3.06543  -10.70733  -6.51971  0.408
H  -4.12256  -8.59365  -5.96452  0.298
H  -3.02716  -7.24443  -5.72585  0.232
H  -3.29838  -8.33796  -4.34161  0.289
C  -8.05115  0.65398  -5.86836  -0.720
O  -9.05035  -0.00188  -5.21434  -0.310
C  -9.07607  -1.42654  -5.17577  -0.440
C  -10.20602  -1.89252  -4.24662  -0.673
N  -9.85304  -1.68488  -2.84923  -0.296
C  -8.92334  -2.62023  -2.20724  -0.475
C  -8.84401  -2.50821  -0.68410  -0.551
O  -8.35173  -3.72088  -0.19148  -0.286
C  -8.42801  -3.88360  1.18875  -0.719
H  -7.89442  0.21657  -6.85437  0.302
H  -7.12743  0.52965  -5.30323  0.286
H  -8.33008  1.69879  -6.00501  0.230
H  -8.10429  -1.79792  -4.85047  0.347
H  -9.30114  -1.81002  -6.17094  0.394
H  -10.32460  -2.97503  -4.29362  0.382
H  -11.14107  -1.38589  -4.48557  0.295
H  -9.47699  -0.74782  -2.82473  0.251
H  -7.87149  -2.53557  -2.48027  0.157
H  -9.23518  -3.61753  -2.51742  0.327
H  -9.81592  -2.28670  -0.24315  0.374
H  -8.16354  -1.68329  -0.47300  0.284
H  -7.80632  -4.68834  1.58117  0.257
H  -9.45846  -3.95204  1.53747  0.277
H  -7.97652  -2.97053  1.57675  0.307
C  13.13428  -2.56863  -8.03840  -0.802
O  12.53793  -1.41512  -7.65627  -0.322
C  11.45421  -1.05221  -8.50138  -0.518
C  10.46703  -0.24151  -7.66144  -0.613
N  9.25053  0.19193  -8.47877  -0.391
C  9.53487  0.90799  -9.75698  -0.560
C  8.29067  1.73656  -10.20087  -0.584
O  7.88560  2.54484  -9.10193  -0.332
C  6.65289  3.20354  -9.45019  -0.761
H  13.39204  -2.60662  -9.09680  0.318
H  12.53265  -3.46257  -7.87403  0.328
H  13.92586  -2.79600  -7.32439  0.287
H  10.86686  -1.90366  -8.84514  0.367
H  11.72419  -0.61153  -9.46107  0.364
H  11.08948  0.60006  -7.35743  0.304
H  10.17302  -0.86618  -6.81798  0.362
H  8.57606  0.71508  -7.93887  0.272
H  9.85284  0.20677  -10.52853  0.279
H  10.39358  1.53453  -9.51577  0.370
H  7.51133  1.05118  -10.53401  0.360
H  8.55035  2.37224  -11.04737  0.408
H  5.74569  2.61401  -9.31774  0.304
H  6.69331  3.66316  -10.43772  0.303
H  6.49234  4.02498  -8.75192  0.258
C  -9.14452  4.92375  2.19794  -0.715
O  -7.76420  4.72129  2.01580  -0.301
C  -7.30409  4.93881  0.68172  -0.490
C  -5.82024  4.54243  0.49581  -0.728
N  -5.01605  5.42885  1.32049  -0.291
C  -4.77483  6.70268  0.71738  -0.491
C  -3.49906  7.35727  1.29239  -0.629
O  -2.80866  8.10874  0.30905  -0.311
C  -1.48666  8.37805  0.66377  -0.723
H  -9.72375  4.42812  1.41886  0.289
H  -9.34520  5.97738  2.00384  0.312
H  -9.36633  4.62516  3.22250  0.218
H  -7.47726  5.96668  0.36299  0.337
H  -7.96241  4.33761  0.05460  0.468
H  -5.57159  4.64748  -0.56024  0.353
H  -5.66350  3.51645  0.82882  0.316
H  -5.48407  5.41445  2.21539  0.264
H  -5.59916  7.41577  0.70786  0.195
H  -4.57362  6.56155  -0.34455  0.338
H  -2.84674  6.64448  1.79688  0.400
H  -3.80521  7.95598  2.15024  0.324
H  -1.47125  9.11492  1.46683  0.294
H  -0.97560  8.92953  -0.12540  0.259
H  -0.93235  7.46012  0.85931  0.314
C  -9.75782  1.07371  13.95820  -0.690
O  -9.68848  0.81949  12.51701  -0.309
C  -8.33607  0.72288  12.10414  -0.373
C  -8.39891  0.54712  10.57264  -0.627
N  -7.07076  0.36537  10.02081  -0.314
C  -7.15166  0.60314  8.60680  -0.660
C  -5.75037  0.52309  7.93973  -0.611
O  -4.95254  1.59526  8.54454  -0.340
C  -3.78912  1.81444  7.74365  -0.836
H  -9.07622  0.35127  14.40720  0.320
H  -10.79785  0.79411  14.12626  0.242
H  -9.55431  2.11446  14.21025  0.249
H  -7.84578  -0.14697  12.54128  0.367
H  -7.85060  1.68302  12.27896  0.298
H  -8.93174  1.37772  10.10973  0.310
H  -9.00911  -0.30206  10.26500  0.250
H  -6.29763  0.94926  10.30619  0.304
H  -7.57184  1.56154  8.30183  0.352
H  -7.74137  -0.19005  8.14724  0.367
H  -5.74947  0.61195  6.85336  0.444
H  -5.24754  -0.42448  8.13301  0.334
H  -3.89006  2.31759  6.78202  0.311
H  -3.23321  0.91016  7.49595  0.322
H  -3.00714  2.36495  8.26666  0.290